# 1
Density functional theory data (the ωB97M-V functional and the def2-TZVPD basis) for 4 unconnected molecules or ions with the total composition C24H53O7PS3.

SMILES string	COCCCCCCCCCCC[PH4].O=S1(=O)CCCC1.O=S1(=O)CCCC1.O=S1(=O)CCCC1
Kohn-Sham gap	8.42	eV
HOMO level	-7.868	eV

Last column: Löwdin charge in e.
Cartesian coordinates (Å):
C (4.033, 0.298, -3.933)  -0.128
O (3.527, -0.637, -4.861)  -0.191
C (2.754, -1.674, -4.269)  -0.218
C (1.789, -1.163, -3.191)  -0.204
C (0.370, -1.727, -3.235)  -0.211
C (-0.509, -1.001, -2.211)  -0.231
C (-1.954, -1.492, -2.145)  -0.213
C (-2.878, -0.664, -1.224)  -0.195
C (-2.612, -0.797, 0.296)  -0.190
C (-1.572, 0.168, 0.914)  -0.204
C (-1.137, -0.214, 2.338)  -0.211
C (-0.388, -1.555, 2.429)  -0.276
C (-1.261, -2.799, 2.653)  -0.423
P (-0.933, -3.742, 4.309)  0.658
H (4.204, -0.165, -2.945)  0.082
H (4.994, 0.645, -4.331)  0.087
H (3.359, 1.158, -3.791)  0.090
H (3.444, -2.424, -3.837)  0.122
H (2.222, -2.143, -5.110)  0.121
H (1.727, -0.069, -3.285)  0.103
H (2.223, -1.329, -2.192)  0.117
H (-0.029, -1.614, -4.258)  0.118
H (0.362, -2.810, -3.019)  0.121
H (-0.027, -1.068, -1.225)  0.099
H (-0.503, 0.080, -2.447)  0.121
H (-2.356, -1.493, -3.172)  0.109
H (-1.975, -2.550, -1.825)  0.115
H (-2.826, 0.402, -1.515)  0.115
H (-3.921, -0.970, -1.413)  0.089
H (-3.556, -0.631, 0.836)  0.081
H (-2.321, -1.835, 0.524)  0.094
H (-0.683, 0.247, 0.277)  0.077
H (-2.020, 1.180, 0.939)  0.110
H (-0.505, 0.595, 2.740)  0.086
H (-2.025, -0.241, 2.996)  0.117
H (0.335, -1.497, 3.266)  0.066
H (0.250, -1.675, 1.537)  0.109
H (-2.335, -2.538, 2.664)  0.060
H (-1.129, -3.539, 1.844)  0.061
H (-2.183, -3.349, 4.848)  -0.033
H (-0.876, -4.993, 3.633)  -0.039
H (0.215, -2.920, 4.556)  -0.033
H (-0.647, -4.455, 5.561)  -0.111
O (3.580, 2.791, -0.236)  -0.356
S (2.277, 2.283, 0.124)  0.685
O (1.899, 0.962, -0.314)  -0.316
C (2.052, 2.445, 1.892)  -0.205
C (1.429, 3.825, 2.059)  -0.206
C (0.369, 3.940, 0.954)  -0.205
C (1.025, 3.488, -0.353)  -0.207
H (3.023, 2.306, 2.362)  0.106
H (1.370, 1.650, 2.192)  0.090
H (0.992, 3.940, 3.050)  0.117
H (2.193, 4.596, 1.937)  0.122
H (-0.474, 3.287, 1.187)  0.106
H (-0.013, 4.956, 0.864)  0.114
H (0.347, 2.993, -1.044)  0.100
H (1.556, 4.292, -0.861)  0.104
O (-5.658, 0.709, 1.232)  -0.326
S (-6.495, -0.428, 1.526)  0.648
O (-6.068, -1.384, 2.514)  -0.324
C (-8.150, 0.160, 1.885)  -0.229
C (-8.830, 0.192, 0.521)  -0.221
C (-8.421, -1.108, -0.184)  -0.213
C (-6.906, -1.256, -0.021)  -0.220
H (-8.053, 1.124, 2.379)  0.107
H (-8.608, -0.565, 2.558)  0.108
H (-9.912, 0.276, 0.621)  0.115
H (-8.478, 1.057, -0.046)  0.120
H (-8.928, -1.953, 0.286)  0.117
H (-8.698, -1.102, -1.237)  0.114
H (-6.560, -2.284, 0.058)  0.105
H (-6.346, -0.735, -0.797)  0.095
O (5.153, 0.236, 1.285)  -0.319
S (5.962, 1.354, 0.865)  0.659
O (5.907, 2.585, 1.612)  -0.327
C (7.658, 0.798, 0.686)  -0.230
C (7.736, 0.320, -0.758)  -0.220
C (6.996, 1.376, -1.591)  -0.202
C (5.669, 1.659, -0.886)  -0.247
H (7.832, 0.034, 1.440)  0.105
H (8.297, 1.662, 0.868)  0.106
H (8.770, 0.201, -1.080)  0.112
H (7.243, -0.650, -0.853)  0.119
H (7.593, 2.288, -1.640)  0.117
H (6.825, 1.037, -2.612)  0.100
H (5.312, 2.681, -0.989)  0.084
H (4.883, 0.967, -1.182)  0.080

=====

# 2
Density functional theory data (the ωB97M-V functional and the def2-TZVPD basis) for 3 unconnected molecules or ions with the total composition C24H55B2FN4O15PS.

total charge	-1
Kohn-Sham gap	7.84	eV
HOMO level	-5.607	eV

Last column: Löwdin charge in e.
Cartesian coordinates (Å):
C (-4.573, -0.889, -0.905)  -0.079
C (-4.077, -1.015, -2.451)  -0.258
O (-4.003, 0.331, -2.966)  -0.218
C (-2.729, 0.971, -2.584)  -0.133
C (-2.596, 2.271, -3.507)  -0.163
O (-1.289, 2.529, -4.034)  -0.012
B (-0.235, 2.558, -3.014)  -0.854
B (-0.416, 3.564, -1.674)  -0.348
O (0.427, 3.464, -0.477)  0.056
O (-1.403, 4.650, -1.616)  -0.091
C (-0.955, 5.795, -2.402)  -0.072
O (0.873, 3.257, -3.722)  -0.066
C (1.921, 2.424, -4.310)  -0.403
C (1.890, 2.217, -5.898)  -0.132
C (0.518, 2.679, -6.610)  -0.053
C (-0.381, 1.395, -6.976)  -0.367
O (0.078, 0.438, -7.661)  0.022
O (-1.758, 1.268, -6.599)  0.018
P (3.426, 3.590, -4.010)  0.925
N (3.208, 4.449, -2.469)  -0.168
O (3.377, 4.894, -5.168)  -0.356
C (1.753, 1.141, -3.322)  -0.347
C (2.639, 1.042, -1.982)  -0.101
C (1.854, 0.519, -0.694)  -0.165
N (2.338, -0.514, -0.015)  0.068
S (1.911, -0.587, -4.016)  0.850
O (1.970, -1.669, -2.989)  -0.303
O (0.883, -0.898, -5.054)  -0.299
F (3.412, -0.594, -4.825)  -0.238
O (0.411, 1.223, -2.782)  -0.007
H (-5.616, -0.432, -0.922)  0.080
H (-4.574, -1.938, -0.459)  0.052
H (-3.832, -0.254, -0.314)  0.069
H (-3.104, -1.600, -2.554)  0.111
H (-4.882, -1.563, -3.061)  0.121
H (-1.928, 0.178, -2.743)  0.135
H (-2.856, 1.303, -1.496)  0.127
H (-3.077, 3.142, -2.942)  0.128
H (-3.284, 2.088, -4.418)  0.133
H (-0.157, 3.495, 0.318)  0.107
H (-1.592, 5.824, -3.350)  0.105
H (0.150, 5.600, -2.664)  0.103
H (-1.112, 6.736, -1.783)  0.093
H (2.725, 2.786, -6.455)  0.104
H (2.044, 1.123, -6.233)  0.106
H (0.807, 3.128, -7.633)  0.128
H (-0.050, 3.493, -6.062)  0.123
H (-1.773, 0.400, -6.124)  0.120
H (2.489, 4.011, -1.879)  0.007
H (4.100, 4.584, -1.984)  0.021
H (4.307, 5.226, -5.151)  0.026
H (3.475, 0.275, -2.206)  0.113
H (3.179, 1.998, -1.687)  0.100
H (0.866, 0.921, -0.307)  0.126
H (3.210, -0.846, -0.456)  0.043
C (3.455, 1.916, 2.270)  -0.112
O (2.275, 1.848, 3.052)  -0.197
C (1.756, 0.522, 3.199)  -0.209
C (1.954, 0.015, 4.629)  -0.208
N (3.366, -0.242, 4.914)  -0.052
C (3.659, -0.453, 6.333)  -0.201
C (3.357, 0.699, 7.306)  -0.225
O (4.195, 1.839, 7.142)  -0.185
C (3.789, 2.729, 6.113)  -0.099
H (3.652, 2.966, 2.046)  0.089
H (4.314, 1.520, 2.820)  0.073
H (3.338, 1.377, 1.328)  0.055
H (2.180, -0.170, 2.465)  0.095
H (0.680, 0.587, 3.004)  0.119
H (1.387, -0.912, 4.764)  0.119
H (1.542, 0.772, 5.305)  0.097
H (3.915, 0.548, 4.594)  0.063
H (4.728, -0.674, 6.399)  0.115
H (3.132, -1.352, 6.671)  0.115
H (3.565, 0.327, 8.315)  0.116
H (2.301, 0.989, 7.307)  0.107
H (2.703, 2.775, 6.006)  0.089
H (4.259, 2.450, 5.168)  0.069
H (4.151, 3.727, 6.369)  0.087
C (-2.652, -4.205, -0.133)  -0.105
O (-3.820, -4.300, 0.667)  -0.207
C (-4.313, -5.633, 0.806)  -0.207
C (-4.087, -6.156, 2.226)  -0.212
N (-2.668, -6.393, 2.488)  -0.054
C (-2.352, -6.619, 3.900)  -0.199
C (-2.659, -5.485, 4.893)  -0.225
O (-1.842, -4.331, 4.733)  -0.182
C (-2.275, -3.432, 3.723)  -0.093
H (-2.475, -3.150, -0.348)  0.081
H (-1.779, -4.594, 0.399)  0.077
H (-2.777, -4.736, -1.081)  0.092
H (-3.887, -6.308, 0.057)  0.121
H (-5.393, -5.583, 0.627)  0.119
H (-4.637, -7.094, 2.356)  0.120
H (-4.503, -5.416, 2.918)  0.098
H (-2.136, -5.590, 2.172)  0.066
H (-1.278, -6.823, 3.949)  0.118
H (-2.860, -7.531, 4.233)  0.114
H (-2.431, -5.867, 5.893)  0.117
H (-3.720, -5.213, 4.912)  0.107
H (-3.364, -3.402, 3.630)  0.089
H (-1.814, -3.690, 2.768)  0.071
H (-1.925, -2.432, 3.989)  0.088